Entry 1:
25
Properties=species:S:1:pos:R:3:lowdin_charge:R:1 method="wB97M-V/def2-TZVPD" e_homo_ev=-7.9 orbital_gap_ev=8.0 multiplicity=1 relative_energy_kcal_mol=0.00
C -2.959 -0.888 0.771 -0.437
C -2.418 -1.529 -0.454 -0.145
C -2.006 -0.007 1.483 -0.150
C -1.167 -1.379 -0.834 -0.051
C -0.747 0.154 1.046 -0.035
C -0.247 -0.415 -0.216 -0.231
C 2.184 1.936 -0.762 -0.075
C 3.244 -0.207 0.143 -0.082
C 0.967 -0.191 -0.656 -0.070
C 1.950 0.628 0.118 -0.413
Se -4.597 0.489 0.213 0.650
H -3.481 -1.517 1.319 0.024
H -2.976 -2.261 -0.985 0.097
H -2.121 0.364 2.513 0.114
H -0.903 -2.112 -1.669 0.140
H -0.079 0.666 1.789 0.117
H 1.275 2.580 -0.649 0.083
H 2.436 1.782 -1.837 0.081
H 3.039 2.496 -0.253 0.088
H 3.796 0.239 0.999 0.080
H 3.127 -1.258 0.306 0.063
H 3.863 0.086 -0.779 0.102
H 1.199 -0.460 -1.686 0.135
H 1.659 0.926 1.151 0.119
H -5.040 -0.121 -1.071 -0.205

---

Entry 2:
11
Properties=species:S:1:pos:R:3:lowdin_spin:R:1 method="wB97M-V/def2-TZVPD" s2=0.755 e_homo_ev="-4.0 / -7.1" orbital_gap_ev="2.5 / 5.6" multiplicity=2 relative_energy_kcal_mol=37.20
O -1.153 -1.854 -0.238 0.014
Li 0.431 -1.987 -1.318 0.076
C -1.476 -0.830 0.398 0.010
O -1.022 0.346 -0.131 0.029
C 0.161 0.391 -0.885 0.303
C 1.315 0.830 -0.304 0.420
H -0.041 0.371 -1.961 0.048
H 2.232 0.793 -0.898 0.026
H 1.328 1.777 0.245 0.057
Pb -1.771 -0.398 2.783 0.016
H -0.006 0.561 2.310 0.002

---

Entry 3:
19
Properties=species:S:1:pos:R:3:lowdin_charge:R:1 method="wB97M-V/def2-TZVPD" e_homo_ev=-8.5 orbital_gap_ev=9.4 multiplicity=1 relative_energy_kcal_mol=69.33
C -1.607 0.761 1.242 -0.098
C -0.509 -0.299 1.029 -0.216
C 0.525 -0.030 -0.068 -0.294
C 1.135 1.351 -0.068 -0.040
C 1.153 -1.760 -0.537 0.065
C 0.357 -0.761 -1.293 -0.439
O -1.026 -0.786 -1.713 -0.031
H -2.219 0.883 0.342 0.073
H -1.202 1.738 1.529 0.063
H -2.274 0.446 2.057 0.074
H -1.010 -1.246 0.808 0.109
H 0.046 -0.412 1.966 0.113
H 0.382 2.162 -0.011 0.084
H 1.772 1.459 0.807 0.079
H 1.716 1.525 -0.979 0.079
H 0.835 -2.339 0.323 0.063
H 1.999 -2.271 -1.054 0.081
H 1.042 -0.409 -2.078 0.143
H -1.127 -0.040 -2.323 0.091

---

Entry 4:
51
Properties=species:S:1:pos:R:3:lowdin_charge:R:1 method="wB97M-V/def2-TZVPD" e_homo_ev=-2.4 orbital_gap_ev=4.4 total_charge=-1 multiplicity=1 relative_energy_kcal_mol=0.00
Zn -0.762 -0.589 0.980 0.656
O -4.321 -1.321 2.574 -0.326
Cl -2.987 -1.829 2.512 0.683
O -2.922 -3.163 2.993 -0.299
O -2.061 -0.960 3.196 -0.345
O -2.556 -1.806 1.075 -0.441
I 0.367 4.964 1.754 0.882
C -1.107 3.540 1.484 -0.720
C -2.443 3.885 1.345 -0.132
C -3.386 2.885 1.152 -0.045
C -2.962 1.572 1.096 -0.099
N -1.677 1.254 1.233 0.012
C -0.757 2.197 1.425 -0.187
H -2.743 4.924 1.386 0.095
H -4.436 3.117 1.044 0.106
H -3.648 0.750 0.945 0.109
H 0.268 1.840 1.521 0.076
C 3.504 0.928 1.262 -0.093
C 3.407 -0.541 0.976 -0.253
C 4.545 -1.304 0.810 -0.116
C 4.494 -2.671 0.554 -0.160
C 3.234 -3.259 0.460 -0.116
C 2.066 -2.538 0.615 -0.245
C 0.744 -3.233 0.497 -0.099
C 2.095 -1.121 0.902 -0.402
N 1.034 -0.353 1.080 -0.126
H 4.547 1.244 1.343 0.059
H 2.978 1.187 2.186 0.062
H 3.028 1.529 0.479 0.051
H 5.512 -0.811 0.887 0.088
H 5.398 -3.252 0.429 0.066
H 3.154 -4.324 0.252 0.088
H 0.878 -4.275 0.200 0.065
H 0.099 -2.758 -0.254 0.046
H 0.178 -3.224 1.437 0.064
N -3.320 -1.790 -1.633 0.105
C -2.367 -0.935 -2.069 -0.685
N -1.468 -0.390 -1.310 0.073
C -0.663 0.482 -2.067 -0.283
C 0.463 1.155 -1.591 -0.014
C 1.142 1.984 -2.466 -0.076
C 0.740 2.140 -3.793 -0.106
C -0.345 1.440 -4.286 -0.111
C -1.033 0.610 -3.410 -0.482
S -2.389 -0.433 -3.744 1.064
H -3.237 -2.137 -0.684 0.066
H -3.791 -2.365 -2.307 0.089
H 0.826 0.929 -0.581 0.062
H 2.026 2.503 -2.114 0.101
H 1.294 2.795 -4.453 0.095
H -0.641 1.530 -5.322 0.099

---

Entry 5:
18
Properties=species:S:1:pos:R:3:lowdin_charge:R:1 method="wB97M-V/def2-TZVPD" e_homo_ev=-2.5 orbital_gap_ev=6.8 total_charge=-1 multiplicity=1 relative_energy_kcal_mol=32.09
C 0.555 -1.890 -0.377 -0.414
O -0.829 -1.744 -0.474 -0.225
C 0.962 -2.226 1.066 -0.126
H 1.069 -0.963 -0.676 0.087
H 0.894 -2.714 -1.014 0.084
H 1.988 -2.622 1.120 0.050
H 0.322 -3.048 1.400 0.058
H 0.836 -1.373 1.727 0.047
C -0.627 1.391 0.376 -0.350
C -0.616 1.885 -0.884 -0.250
N 0.278 3.046 -1.128 -0.068
N -1.279 0.313 0.901 -0.086
H -0.037 1.990 1.086 0.081
H -1.127 1.531 -1.770 0.069
H -0.325 3.853 -1.254 0.027
H 0.752 2.882 -2.002 0.020
H -1.704 0.539 1.784 0.002
H -1.111 -0.849 0.120 -0.004

---

Entry 6:
11
Properties=species:S:1:pos:R:3:lowdin_charge:R:1 method="wB97M-V/def2-TZVPD" e_homo_ev=-16.5 orbital_gap_ev=5.1 total_charge=+2 multiplicity=1
O -2.577 0.280 -3.143 -0.044
C -2.565 -0.066 -4.220 0.072
C 0.294 0.891 0.233 -0.014
C 1.088 0.164 -0.532 0.019
H 1.409 0.119 -1.565 0.139
Ag -2.286 1.252 -0.701 0.775
O 1.988 -0.245 0.612 0.142
C 1.215 -0.650 1.572 -0.633
O 1.526 -1.179 2.645 0.074
O 0.070 0.010 1.501 -0.101
Mg -0.163 -0.574 3.598 1.570

---

| no. | electronic energy (eV) |
| --- | --- |
| 1 | -75940.5510 |
| 2 | -12717.5366 |
| 3 | -8461.3473 |
| 4 | -115070.5820 |
| 5 | -9353.0986 |
| 6 | -21775.2074 |